# C5H7N

C5H7N in the gas phase (ωB97M-V with the def2-TZVPD basis set, OMol25).

Summary:
Relative energy (zero: lowest compared OMol25 entry of this formula, charge and spin) ... 224.9 kJ/mol
HOMO ... -0.3297 hartree
F_max ... 0.8 eV Å⁻¹
E_LUMO ... 1.059 eV

Structure (ORCA input):
```
! wB97M-V def2-TZVPD RIJCOSX def2/J DEFGRID3
* xyz 0 1
N 0.08 0.80 1.54
C -0.48 -0.29 1.49
C -1.11 -1.43 1.34
C 0.90 0.32 -0.83
C 0.66 1.31 0.28
C -0.01 -0.13 -1.69
H -2.12 -1.41 0.94
H -0.62 -2.37 1.54
H 1.92 -0.04 -0.94
H 1.61 1.79 0.54
H -0.02 2.09 -0.05
H -1.07 0.13 -1.63
H 0.28 -0.77 -2.52
*
```